1.
{
  "formula": "C5H4Cl2F2N2",
  "method": "wB97M-V/def2-TZVPD",
  "e_homo_ev": [-8.8, -6.5],
  "mol_weight_g_mol": 201.0,
  "de_lowest_kj_mol": 112.82,
  "total_energy_ha": -1422.43353,
  "fmax_ev_per_a": 1.6,
  "homo_lumo_gap_ev": [9.08, 6.34],
  "symbols": ["C", "C", "C", "C", "C", "N", "N", "F", "F", "Cl", "Cl", "H", "H", "H", "H"],
  "coordinates": [[0.1402, 1.1106, 1.3223], [-0.9851, 0.6782, 0.6964], [0.2230, -1.3366, -0.0251], [1.3195, -0.8222, 0.5869], [-0.9513, -0.5158, -0.0886], [1.2977, 0.3780, 1.2480], [-0.2169, 0.2751, -2.3571], [2.4980, -1.4439, 0.6394], [-2.0978, -1.0569, -0.4979], [-2.4520, 1.5619, 0.8206], [0.2495, -2.8579, -0.8074], [0.1678, 2.0091, 1.9130], [2.1667, 0.7379, 1.6147], [-1.0553, 0.0034, -2.8678], [-0.3041, 1.2791, -2.1974]],
  "forces_ev_per_a": [[-0.624, -0.067, -0.109], [0.408, -0.212, 0.197], [0.364, 0.174, 0.444], [-0.304, -0.505, 0.026], [0.457, 0.656, -1.406], [0.447, -0.222, -0.212], [0.062, -0.405, 0.952], [-0.407, 0.273, -0.072], [0.079, -0.106, 0.336], [-0.005, 0.038, -0.041], [0.059, 0.157, 0.042], [0.004, 0.110, -0.028], [-0.156, -0.096, -0.032], [-0.176, 0.127, -0.054], [-0.206, 0.079, -0.044]],
  "lowdin_charge": [-0.105, -0.623, -0.573, -0.325, -0.366, 0.115, 0.022, 0.109, 0.051, 0.731, 0.764, 0.124, 0.166, -0.043, -0.047]
}

2.
{
  "formula": "C5H4Cl2NOPS",
  "method": "wB97M-V/def2-TZVPD",
  "e_homo_ev": -9.3,
  "smiles": "O=C1C=NC=C[C@@H]1P(=S)(Cl)Cl",
  "mol_weight_g_mol": 228.0,
  "total_energy_ha": -1982.80583,
  "fmax_ev_per_a": 3.7,
  "homo_lumo_gap_ev": 8.06,
  "symbols": ["O", "C", "C", "N", "C", "C", "C", "P", "S", "Cl", "Cl", "H", "H", "H", "H"],
  "coordinates": [[0.2587, 2.2717, -1.6934], [0.4558, 1.6062, -0.6973], [-0.5643, 1.6055, 0.4489], [-1.1364, 0.5550, 0.8186], [-0.7818, -0.6477, 0.2586], [0.4059, -0.7599, -0.3557], [1.3001, 0.3959, -0.3294], [2.0815, -0.1744, 1.5498], [1.0656, -0.6452, 3.1223], [3.0975, -1.9127, 1.0019], [3.6457, 1.0312, 1.7504], [-0.8147, 2.4758, 1.0572], [-1.3935, -1.4306, 0.1076], [0.9431, -1.7646, -0.3826], [2.1423, 0.3764, -1.0071]],
  "forces_ev_per_a": [[1.649, -1.048, 0.834], [-2.499, 0.145, 2.001], [0.347, 1.806, 0.091], [-1.474, -1.039, 0.636], [2.449, 1.933, -1.777], [1.086, -2.201, 0.639], [1.655, 0.130, -0.379], [-0.511, -0.475, -0.443], [0.248, 0.831, -0.929], [-0.216, 0.631, -0.356], [0.387, 0.673, 0.176], [0.217, 0.378, -0.511], [-2.622, -2.459, 0.733], [-1.244, 1.248, -0.782], [0.528, -0.552, 0.069]],
  "lowdin_charge": [0.132, -0.335, -0.084, 0.073, -0.168, -0.202, -0.281, -0.305, 0.233, 0.240, 0.284, 0.127, 0.081, 0.092, 0.112]
}

3.
{
  "formula": "C5H4Cl2O",
  "method": "wB97M-V/def2-TZVPD",
  "e_homo_ev": -9.1,
  "smiles": "O=C=C(Cl)Cl.C#CC",
  "mol_weight_g_mol": 151.0,
  "de_lowest_kj_mol": 288.71,
  "total_energy_ha": -1188.40000,
  "fmax_ev_per_a": 3.7,
  "homo_lumo_gap_ev": 8.84,
  "symbols": ["O", "C", "C", "Cl", "Cl", "C", "C", "C", "H", "H", "H", "H"],
  "coordinates": [[2.6441, -2.6469, -1.2043], [2.2887, -1.6800, -0.6683], [1.7943, -0.5905, -0.2087], [1.7074, 0.7071, -1.3640], [1.3228, -0.3291, 1.4177], [-1.1258, -0.5879, -0.7992], [-1.3283, 0.2443, 0.0621], [-1.5303, 1.3225, 0.9468], [-1.1065, -1.3950, -1.4329], [-1.2805, 1.0390, 1.9340], [-2.5879, 1.8312, 0.6881], [-0.7980, 2.0854, 0.6287]],
  "forces_ev_per_a": [[0.136, 0.172, 0.374], [0.465, -2.144, -1.102], [-0.576, 2.204, 0.637], [0.192, -0.018, 0.222], [0.438, -0.161, 0.027], [-0.964, 2.056, 2.411], [0.116, -2.539, -2.691], [-1.587, 2.887, -1.712], [0.237, -1.207, -1.142], [-0.474, 0.029, 1.302], [2.199, -1.280, 1.311], [-0.182, 0.001, 0.364]],
  "lowdin_charge": [0.195, -0.316, -1.141, 0.665, 0.702, 0.060, -0.304, -0.146, 0.015, 0.047, 0.142, 0.081]
}

4.
{
  "formula": "C5H4Cl2O",
  "method": "wB97M-V/def2-TZVPD",
  "e_homo_ev": -8.4,
  "smiles": "CC(C=C=O)=C(Cl)Cl",
  "mol_weight_g_mol": 151.0,
  "de_lowest_kj_mol": 189.56,
  "total_energy_ha": -1188.43776,
  "fmax_ev_per_a": 5.1,
  "homo_lumo_gap_ev": 9.03,
  "symbols": ["C", "C", "C", "C", "O", "C", "Cl", "Cl", "H", "H", "H", "H"],
  "coordinates": [[1.1874, 0.4432, -1.0406], [0.1056, 0.1806, -0.0635], [0.3899, -0.9358, 0.8534], [-0.7896, -1.3200, 1.2305], [-1.7396, -1.8819, 1.5209], [-1.1350, 0.6977, 0.0866], [-2.3476, 0.8175, 1.2392], [-1.3196, 1.9802, -1.1591], [1.9233, 0.9309, -0.4602], [0.8224, 0.9748, -1.7746], [1.5335, -0.5813, -1.4265], [1.3692, -1.3057, 0.9940]],
  "forces_ev_per_a": [[0.477, -4.465, 2.358], [-1.045, -1.803, 2.229], [-0.202, 2.014, -1.031], [1.425, -3.156, 1.298], [-1.550, -0.605, 0.276], [1.779, 3.095, -3.260], [-0.217, 0.183, 0.673], [-0.967, 0.165, 0.022], [1.271, 0.579, 0.192], [-1.227, 2.923, -3.943], [-0.170, 1.614, 0.543], [0.425, -0.545, 0.643]],
  "lowdin_charge": [-0.046, -0.399, -0.032, -0.325, 0.176, -1.037, 0.765, 0.579, 0.093, -0.024, 0.133, 0.116]
}

5.
{
  "formula": "C5H4ClF",
  "method": "wB97M-V/def2-TZVPD",
  "e_homo_ev": -9.2,
  "smiles": "C#C/C=C(/Cl)CF",
  "mol_weight_g_mol": 118.5,
  "de_lowest_kj_mol": 178.74,
  "total_energy_ha": -752.87811,
  "fmax_ev_per_a": 2.3,
  "homo_lumo_gap_ev": 9.68,
  "symbols": ["C", "C", "C", "C", "Cl", "C", "F", "H", "H", "H", "H"],
  "coordinates": [[-0.2347, 0.5600, 2.5852], [-0.4785, 0.6335, 1.4084], [-0.5378, 0.8984, 0.0345], [-0.1126, 0.2123, -0.9906], [-0.3073, 0.8983, -2.5440], [0.4933, -1.1040, -1.0186], [1.2880, -1.3885, 0.0498], [-0.0878, 0.5090, 3.6117], [-0.9549, 1.8574, -0.1471], [1.1383, -1.1180, -1.8944], [-0.2060, -1.9584, -1.0949]],
  "forces_ev_per_a": [[-0.600, 0.058, -1.384], [0.938, -0.614, 1.307], [-0.582, 0.911, 0.733], [-0.480, 0.127, -0.135], [-0.129, 0.218, -0.820], [0.721, -1.912, -0.980], [0.382, 0.178, 1.020], [0.164, -0.118, 1.051], [-0.345, 0.794, -0.432], [0.057, -0.265, -0.211], [-0.126, 0.622, -0.149]],
  "lowdin_charge": [0.148, -0.120, -0.167, -0.676, 0.729, -0.262, -0.016, 0.016, 0.101, 0.102, 0.145]
}